(1)
9 unconnected molecules or ions with the total composition C28H46Cl8O10. Source: the Open Molecules 2025 dataset; level of theory: ωB97M-V with the def2-TZVPD basis set.

## Properties
SMILES	O=C1CCCO1.O=C1CCCO1.O=C1CCCO1.O=C1CCCO1.O=C1CCCO1.ClCCCl.ClCCCl.ClCCCl.ClCCCl
ΔE to the lowest compared entry with this formula, charge and spin	0.000	eV
HOMO-LUMO gap	10.14	eV
energy	-5528.491223	Eh
E_LUMO	0.38	eV

Geometry as ORCA input:
```
! RIJCOSX wB97M-V def2-TZVPD def2/J DEFGRID3
* xyz 0 1
O 3.285 4.348 -4.243
C 2.404 4.329 -3.439
C 1.797 3.066 -2.870
C 0.502 3.540 -2.267
C 0.812 4.951 -1.857
O 1.836 5.379 -2.779
H 1.614 2.226 -3.500
H 2.510 2.726 -2.142
H -0.339 3.353 -2.944
H 0.239 3.049 -1.371
H -0.094 5.551 -1.938
H 1.271 4.909 -0.824
O 0.589 -2.068 2.464
C 0.148 -3.133 2.667
C 0.801 -4.416 3.200
C -0.137 -5.509 2.682
C -1.470 -4.827 2.502
O -1.134 -3.476 2.250
H 1.833 -4.474 2.902
H 0.660 -4.182 4.259
H 0.275 -6.037 1.807
H -0.289 -6.232 3.467
H -2.102 -5.225 1.691
H -1.990 -4.874 3.470
O 2.489 -4.188 0.439
C 2.365 -3.999 -0.699
C 1.285 -4.639 -1.624
C 1.638 -4.042 -3.010
C 2.975 -3.209 -2.796
O 3.222 -3.251 -1.408
H 1.410 -5.717 -1.609
H 0.302 -4.401 -1.207
H 1.704 -4.761 -3.830
H 0.859 -3.305 -3.347
H 3.807 -3.648 -3.320
H 2.893 -2.181 -3.204
O -2.077 3.544 -0.068
C -2.340 3.714 1.094
C -3.035 4.907 1.636
C -2.849 4.792 3.136
C -2.280 3.394 3.375
O -1.850 2.887 2.079
H -2.565 5.767 1.183
H -4.084 4.801 1.400
H -2.105 5.498 3.481
H -3.815 4.869 3.619
H -1.345 3.259 3.971
H -3.093 2.716 3.706
O 2.081 1.435 0.508
C 2.980 0.655 0.219
C 3.378 -0.610 0.961
C 4.802 -0.932 0.374
C 4.750 -0.145 -1.005
O 3.815 0.949 -0.795
H 3.333 -0.327 2.021
H 2.663 -1.432 0.785
H 5.482 -0.515 1.095
H 5.029 -1.928 0.116
H 5.672 0.171 -1.422
H 4.310 -0.892 -1.683
Cl -7.734 -0.176 -0.285
C -5.957 0.027 -0.346
C -5.484 1.385 0.202
Cl -5.124 1.326 1.914
H -5.534 -0.168 -1.318
H -5.656 -0.826 0.205
H -6.290 2.124 0.090
H -4.586 1.628 -0.334
Cl -2.323 -5.423 -1.076
C -2.304 -3.785 -1.845
C -2.401 -3.901 -3.353
Cl -4.043 -4.489 -3.801
H -1.348 -3.333 -1.633
H -3.052 -3.131 -1.406
H -1.653 -4.526 -3.784
H -2.262 -2.895 -3.770
Cl 0.396 5.394 2.284
C 1.479 3.974 2.065
C 2.929 4.392 1.887
Cl 3.701 4.981 3.403
H 1.224 3.495 1.146
H 1.265 3.321 2.906
H 2.994 5.239 1.172
H 3.524 3.576 1.558
Cl 0.814 -0.638 -1.524
C -0.275 -0.611 -0.119
C -1.336 0.470 -0.381
Cl -2.346 0.006 -1.769
H 0.236 -0.090 0.701
H -0.764 -1.554 0.066
H -0.901 1.384 -0.700
H -2.013 0.611 0.485
*
```

=====

(2)
A gas-phase ion, C4H7N6O2 (charge +1). Source: the Open Molecules 2025 dataset; level of theory: ωB97M-V with the def2-TZVPD basis set.

## Properties
SMILES	N#CN(C(=O)C(N)=[NH2+])N(N)C=O
ΔE to the lowest compared entry with this formula, charge and spin	1.658	eV
HOMO-LUMO gap	8.87	eV
energy	-635.281685	Eh
E_LUMO	-4.27	eV

Geometry as ORCA input:
```
! RIJCOSX wB97M-V def2-TZVPD def2/J DEFGRID3
* xyz 1 1
N -0.370 2.335 1.909
C -0.752 1.521 1.172
N -0.973 0.478 0.368
C -0.010 -0.342 -0.190
O -0.289 -1.312 -0.809
C 1.463 0.167 -0.085
N 2.230 -0.381 0.818
N 1.867 1.080 -0.909
N -2.337 0.207 -0.033
N -2.669 0.635 -1.239
C -3.224 -0.636 0.594
O -4.281 -0.896 0.216
H 1.981 -1.281 1.385
H 3.183 -0.056 0.979
H 1.387 1.652 -1.705
H 2.946 1.221 -0.902
H -2.967 1.603 -1.382
H -3.141 0.045 -1.961
H -2.842 -0.924 1.602
*
```

=====

(3)
A molecular structure, C12H16CuIN4O2S3. Source: the Open Molecules 2025 dataset; level of theory: ωB97M-V with the def2-TZVPD basis set.

## Properties
ΔE to the lowest compared entry with this formula, charge and spin	0.074	eV
⟨S²⟩	0.7555
HOMO-LUMO gap (spin up / spin down)	7.61 / 7.02	eV
energy	-3969.284001	Eh
E_LUMO (spin up / spin down)	2.56 / 1.96	eV

Geometry as ORCA input:
```
! RIJCOSX wB97M-V def2-TZVPD def2/J DEFGRID3
* xyz -1 2
Cu 0.641 0.140 1.321
S -1.662 0.763 8.030
C -0.983 0.758 6.504
S -1.053 2.099 5.418
C -0.192 1.212 4.186
N 0.147 0.027 4.567
N -0.300 -0.210 5.862
C -0.052 -1.538 6.337
C 0.350 -1.763 7.642
C 0.597 -3.065 8.056
C 0.449 -4.125 7.172
C 0.055 -3.880 5.861
C -0.200 -2.585 5.438
S 0.137 1.922 2.637
H 0.454 -0.931 8.324
H 0.908 -3.247 9.077
H 0.642 -5.139 7.501
H -0.053 -4.697 5.159
H -0.486 -2.373 4.415
C 2.910 -2.661 -0.483
C 2.203 -1.316 -0.590
C 2.941 -0.366 -1.522
O 2.096 -0.738 0.680
H 2.979 -3.159 -1.456
H 2.367 -3.310 0.207
H 3.923 -2.517 -0.093
H 1.204 -1.496 -1.005
H 3.965 -0.217 -1.166
H 2.438 0.603 -1.548
H 2.985 -0.771 -2.539
N -1.967 1.618 -0.565
C -0.773 2.264 -0.528
N -0.807 3.639 -0.620
O 0.297 1.668 -0.464
H -2.809 2.131 -0.368
H -1.936 0.661 -0.222
H -1.635 4.116 -0.306
H 0.062 4.065 -0.343
I -1.301 -1.502 1.221
*
```

=====

(4)
A molecular structure, C12H23N2O2OsP2S. Source: the Open Molecules 2025 dataset; level of theory: ωB97M-V with the def2-TZVPD basis set.

## Properties
ΔE to the lowest compared entry with this formula, charge and spin	0.368	eV
⟨S²⟩	6.0458
HOMO-LUMO gap (spin up / spin down)	9.40 / 5.83	eV
energy	-1901.546996	Eh
E_LUMO (spin up / spin down)	-9.80 / -13.61	eV

Geometry as ORCA input:
```
! RIJCOSX wB97M-V def2-TZVPD def2/J DEFGRID3
* xyz 3 5
Os 0.092 0.640 0.424
P 1.894 -0.572 1.006
C 2.378 -1.021 -0.719
C 1.137 -1.460 -1.470
N -0.024 -0.885 -1.075
C -1.213 -1.255 -1.607
C -1.250 -2.208 -2.616
C -0.063 -2.735 -3.109
C 1.144 -2.347 -2.537
C -2.476 -0.692 -0.999
P -2.102 0.769 0.082
H 2.112 -2.721 -2.867
H -2.234 -2.501 -2.981
H -0.082 -3.457 -3.918
H -3.194 -0.389 -1.775
H -2.978 -1.444 -0.363
H 2.812 -0.095 -1.170
H 3.140 -1.808 -0.685
H 1.087 2.803 -0.464
O 1.617 1.920 -0.735
H 1.523 1.849 -1.706
H -0.208 2.964 0.807
O 0.033 3.673 0.115
H 0.285 4.487 0.606
C -2.680 2.143 -0.977
H -3.601 1.830 -1.488
H -2.883 3.018 -0.349
H -1.923 2.410 -1.724
C -3.291 0.723 1.456
H -3.020 1.509 2.175
H -4.313 0.891 1.086
H -3.228 -0.254 1.953
C 1.730 -2.163 1.870
H 2.633 -2.756 1.673
H 1.616 -1.983 2.948
H 0.849 -2.700 1.493
C 3.362 0.231 1.708
H 3.219 0.358 2.789
H 4.244 -0.396 1.519
H 3.490 1.210 1.228
S 0.384 0.304 4.806
C 0.112 0.827 3.345
N -0.130 1.287 2.244
*
```

=====

(5)
A molecular structure, C4H13N5. Source: the Open Molecules 2025 dataset; level of theory: ωB97M-V with the def2-TZVPD basis set.

## Properties
ΔE to the lowest compared entry with this formula, charge and spin	3.739	eV
HOMO-LUMO gap	8.18	eV
energy	-433.832743	Eh
E_LUMO	0.56	eV

Geometry as ORCA input:
```
! RIJCOSX wB97M-V def2-TZVPD def2/J DEFGRID3
* xyz 0 1
C 1.289 1.696 0.309
N 1.201 0.274 -0.058
C -0.317 -0.499 0.832
N 2.476 -0.388 -0.156
N 0.103 -1.785 1.065
N -0.838 0.183 1.779
H 2.941 -0.327 0.747
H 3.065 0.093 -0.834
H 0.020 -2.070 2.029
H 0.944 -2.127 0.627
H -1.210 1.086 1.511
H 1.659 1.764 1.333
H 0.288 2.115 0.225
H 1.962 2.235 -0.363
C -2.577 0.280 -1.034
C -1.341 -0.568 -0.857
N -1.237 -1.594 -1.599
H -0.343 -2.070 -1.436
H 0.592 0.183 -0.926
H -2.317 1.287 -1.373
H -3.275 -0.160 -1.749
H -3.086 0.393 -0.072
*
```

=====

(6)
11 unconnected molecules or ions with the total composition C18H58O20. Source: the Open Molecules 2025 dataset; level of theory: ωB97M-V with the def2-TZVPD basis set.

## Properties
SMILES	OCCO.OCCO.OCCO.OCCO.OCCO.OCCO.OCCO.OCCO.OCCO.O.O
ΔE to the lowest compared entry with this formula, charge and spin	4.550	eV
HOMO-LUMO gap	9.33	eV
energy	-2225.106490	Eh
E_LUMO	0.11	eV

Geometry as ORCA input:
```
! RIJCOSX wB97M-V def2-TZVPD def2/J DEFGRID3
* xyz 0 1
O -2.359 -0.200 0.315
C -2.478 0.534 1.530
C -3.943 0.172 2.043
O -4.210 0.988 3.122
H -3.285 -0.310 0.076
H -1.798 0.309 2.337
H -2.300 1.592 1.331
H -4.143 -0.859 2.294
H -4.732 0.369 1.209
H -3.849 0.497 3.813
O 0.061 -0.786 4.105
C 0.432 -1.868 3.216
C -0.701 -2.237 2.282
O -0.542 -3.567 1.721
H -0.516 -1.215 4.706
H 1.324 -1.604 2.707
H 0.570 -2.731 3.826
H -0.742 -1.612 1.352
H -1.645 -2.150 2.885
H 0.282 -3.656 1.262
O -2.526 -2.704 -1.093
C -2.624 -4.036 -0.728
C -1.838 -4.698 -1.873
O -1.773 -6.066 -1.620
H -1.587 -2.473 -1.096
H -2.209 -4.217 0.207
H -3.604 -4.380 -0.526
H -0.846 -4.364 -1.991
H -2.315 -4.607 -2.911
H -2.567 -6.511 -1.897
O 3.667 -2.246 1.911
C 3.312 -1.948 0.623
C 2.965 -3.265 -0.089
O 1.859 -3.730 0.545
H 4.509 -2.845 1.777
H 2.423 -1.316 0.579
H 4.152 -1.450 0.108
H 3.735 -3.974 0.203
H 2.926 -3.257 -1.170
H 2.034 -3.850 1.500
O 3.987 -0.860 -2.178
C 2.722 -0.628 -2.888
C 2.356 0.891 -2.786
O 1.176 1.005 -3.493
H 4.321 0.053 -1.937
H 2.834 -0.970 -3.909
H 1.865 -1.113 -2.446
H 3.101 1.463 -3.326
H 2.215 1.288 -1.780
H 0.507 0.611 -2.923
O -2.078 3.872 2.260
C -1.256 3.277 3.288
C 0.059 2.714 2.743
O 0.869 2.208 3.830
H -2.254 4.781 2.551
H -1.045 4.136 3.962
H -1.885 2.464 3.675
H 0.529 3.478 2.108
H -0.167 2.007 2.018
H 0.592 1.315 3.965
O -3.324 0.545 -5.328
C -2.311 1.046 -4.497
C -2.094 0.107 -3.342
O -1.366 0.671 -2.263
H -3.466 1.183 -6.042
H -1.394 1.064 -4.994
H -2.680 2.019 -4.234
H -1.608 -0.723 -3.724
H -3.033 -0.185 -2.998
H -1.607 0.375 -1.393
O 5.020 3.066 0.820
C 3.680 2.715 0.801
C 3.345 1.550 1.799
O 3.378 2.137 3.153
H 5.115 3.672 0.069
H 3.100 3.588 0.930
H 3.509 2.288 -0.157
H 4.036 0.673 1.599
H 2.385 1.166 1.509
H 2.463 2.438 3.231
O -2.339 4.191 -1.926
C -0.987 4.125 -1.876
C -0.618 3.471 -0.587
O 0.718 3.083 -0.464
H -2.549 3.278 -1.992
H -0.461 3.698 -2.720
H -0.591 5.114 -1.941
H -1.295 2.623 -0.447
H -0.945 4.072 0.238
H 0.905 2.220 -0.731
O 0.485 0.255 -0.067
H 0.313 -0.484 -0.609
H -0.099 0.200 0.653
O 0.018 -2.127 -1.095
H 0.016 -2.327 -2.057
H 0.748 -2.547 -0.621
*
```